Entry 1:
Formula: C25H22ClNO4
Source: the Open Molecules 2025 dataset
Level of theory: ωB97M-V with the def2-TZVPD basis set

Element x y z (Å)
C  -5.921095  -2.999037  0.527855
C  -4.451705  -3.041435  0.135149
H  -3.947609  -3.898642  0.585751
H  -4.349995  -3.077399  -0.954566
O  -3.745238  -1.899303  0.624424
C  -3.816953  -0.781346  -0.098483
O  -4.437340  -0.672788  -1.122105
C  -2.970032  0.311884  0.519929
H  -3.169728  1.245108  -0.003869
H  -3.218930  0.420011  1.575164
C  -1.491805  -0.091188  0.387999
N  -0.603762  0.987097  0.773441
C  0.558434  0.708794  1.413327
O  0.771755  -0.333616  1.986527
C  1.604912  1.841004  1.299000
C  2.028772  1.819445  -0.144925
C  1.429970  2.604325  -1.118316
C  1.735994  2.428425  -2.455966
C  2.643975  1.452481  -2.831555
C  3.289361  0.697301  -1.871745
C  2.996983  0.888646  -0.525435
O  3.708206  0.163387  0.382194
C  3.726578  0.610950  1.676364
C  4.765948  0.170801  2.487038
C  4.858415  0.622234  3.789224
C  3.929719  1.523660  4.283046
C  2.890404  1.952286  3.477285
C  2.774208  1.497669  2.174236
H  2.149943  2.638155  3.863174
H  4.007035  1.881118  5.298553
H  5.662549  0.273191  4.419284
H  5.483730  -0.523527  2.079553
H  4.024653  -0.044374  -2.140465
H  2.867027  1.292568  -3.875432
H  1.255853  3.043010  -3.201648
H  0.717338  3.363324  -0.826178
H  1.145509  2.793488  1.577424
H  -0.659743  1.821868  0.207050
C  -1.151030  -0.570774  -1.009605
C  -0.733190  -1.884710  -1.187234
C  -0.371758  -2.367794  -2.431338
C  -0.415205  -1.533157  -3.533892
C  -0.825267  -0.221669  -3.384879
C  -1.189272  0.248259  -2.134063
Cl  -1.693064  1.900563  -2.035636
H  -0.865424  0.441519  -4.235186
H  -0.131659  -1.897529  -4.509159
H  -0.052041  -3.392984  -2.537463
H  -0.687913  -2.532977  -0.324951
H  -1.289637  -0.909225  1.087991
H  -6.412901  -3.908958  0.196561
H  -6.019458  -2.914052  1.607349
H  -6.405518  -2.146085  0.059203

Cartesian forces, eV/Å:
C 0.380 0.165 -0.043
C -0.348 -0.307 -0.301
H -0.022 0.107 -0.080
H 0.049 -0.049 0.178
O 0.186 -0.103 0.406
C -0.006 0.540 -0.023
O -0.125 -0.041 -0.088
C 0.022 -0.180 -0.051
H -0.073 -0.141 0.066
H 0.020 0.015 0.027
C -0.103 -0.090 0.058
N -0.502 0.178 0.059
C -0.027 0.437 0.153
O 0.133 -0.277 0.046
C 0.103 -0.438 0.089
C 0.262 0.025 0.097
C 0.230 -0.042 -0.116
C -0.097 0.113 -0.036
C 0.024 0.013 0.030
C 0.034 -0.125 0.280
C -0.203 0.411 -0.446
O -0.072 -0.257 0.032
C 0.142 0.355 0.560
C -0.150 -0.047 -0.269
C -0.010 -0.012 -0.022
C -0.058 0.071 0.138
C 0.132 -0.076 -0.041
C 0.001 -0.043 -0.278
H -0.086 0.067 0.033
H 0.011 0.029 0.085
H 0.076 -0.025 0.039
H 0.094 -0.067 -0.055
H 0.103 -0.086 -0.028
H 0.041 -0.009 -0.093
H -0.057 0.046 -0.079
H -0.078 0.053 0.051
H 0.049 -0.035 -0.054
H 0.137 -0.095 0.098
C 0.120 -0.024 0.050
C -0.037 0.043 -0.014
C 0.020 -0.070 -0.052
C -0.004 -0.036 0.031
C -0.009 0.063 0.012
C 0.128 -0.400 -0.152
Cl -0.233 0.393 -0.107
H -0.017 0.080 -0.043
H 0.026 -0.031 -0.094
H 0.039 -0.096 -0.007
H 0.010 -0.048 0.123
H -0.057 0.160 -0.213
H -0.082 -0.106 -0.023
H -0.046 -0.032 0.094
H -0.070 0.022 -0.030

Energy above the lowest of the compared OMol25 structures with the same formula, charge and spin   0.00 kcal/mol
Charge   0
Molar mass   435.91 Da
Orbital gap   8.895 eV
Structure (SMILES)   CCOC(=O)C[C@H](NC(=O)C1c2ccccc2Oc2ccccc21)c1ccccc1Cl

Entry 2:
Formula: C25H22F6N5O8PS3Ti
Source: the Open Molecules 2025 dataset
Level of theory: ωB97M-V with the def2-TZVPD basis set

Element x y z (Å)
Ti  0.344091  -0.981259  1.224545
C  2.589356  -1.517255  4.895974
C  1.494889  -1.294117  3.911831
N  1.635459  -0.449819  2.937651
N  2.825089  0.134997  2.768964
C  2.766168  1.398271  2.312675
N  3.881214  1.758033  1.599166
S  1.528629  2.499713  2.616886
C  0.157937  -1.891683  4.013736
C  -0.289591  -2.656907  5.084466
C  -1.631323  -3.000387  5.132820
C  -2.497770  -2.587360  4.134110
C  -1.975494  -1.880765  3.063546
N  -0.684949  -1.569736  3.017487
H  2.995812  -0.549876  5.193765
H  2.257265  -2.070847  5.771383
H  3.406318  -2.064604  4.418697
H  4.263238  1.006562  1.035159
H  3.782912  2.644365  1.132373
H  0.391759  -2.973331  5.858675
H  -1.998589  -3.596654  5.959336
H  -3.550296  -2.829316  4.153365
H  -2.571765  -1.561730  2.216157
F  -2.966841  -2.561257  -3.779468
C  -3.171860  -1.448476  -2.935520
F  -4.107860  -0.709116  -3.713441
F  -4.035288  -2.019158  -1.969560
S  -0.552479  -2.392899  -1.420236
O  -0.863723  -1.828865  0.098853
O  0.283676  -1.423167  -2.089683
N  0.548050  -3.662033  -0.953213
S  0.759458  -4.125411  0.473089
O  0.978690  -3.045051  1.484628
O  1.684230  -5.208902  0.673251
C  -0.797848  -4.922643  1.113288
F  -0.686679  -5.172031  2.433285
F  -1.899643  -4.195051  0.933941
F  -0.982434  -6.096960  0.495039
O  -2.852698  0.626278  0.902477
C  -1.765545  0.776018  0.396040
O  -0.639057  0.582422  1.109170
C  -1.597493  1.144890  -1.066442
P  0.061022  1.701077  -1.653659
C  -0.137581  3.521842  -1.471388
C  0.584421  4.387313  -2.296535
C  0.537989  5.759714  -2.110959
C  -0.222092  6.300470  -1.080822
C  -0.928500  5.452598  -0.242748
C  -0.886694  4.077174  -0.435521
C  -0.158936  1.512196  -3.471648
C  1.006531  1.469361  -4.236262
C  0.955530  1.307081  -5.613547
C  -0.270336  1.148315  -6.243020
C  -1.436208  1.153616  -5.490108
C  -1.383082  1.340929  -4.117185
H  -2.372088  1.878352  -1.297305
H  -1.863481  0.230782  -1.626926
H  1.182085  3.980283  -3.104593
H  1.102415  6.409203  -2.770451
H  -0.254833  7.372895  -0.928690
H  -1.511296  5.855482  0.577040
H  -1.429339  3.440881  0.251748
H  1.967444  1.535260  -3.735483
H  1.874112  1.271767  -6.187844
H  -0.316508  0.988213  -7.314284
H  -2.394253  0.982785  -5.964599
H  -2.305311  1.305187  -3.555174
O  3.983200  -0.380209  -0.289197
C  3.089633  -1.173418  -0.129492
O  1.853198  -0.857883  0.185231
H  3.217943  -2.256155  -0.284842

Cartesian forces, eV/Å:
Ti -0.195 0.368 -0.596
C -0.021 -0.063 -0.006
C -0.154 -0.124 0.150
N 0.150 -0.017 0.216
N -0.136 -0.384 0.201
C 0.159 0.176 -0.470
N -0.068 0.118 0.335
S 0.058 0.026 0.064
C 0.249 0.161 0.174
C -0.180 0.015 -0.057
C 0.076 -0.049 0.053
C -0.074 0.031 -0.067
C 0.080 -0.103 0.039
N 0.028 -0.073 -0.182
H 0.011 -0.003 0.015
H 0.009 0.006 0.014
H 0.011 0.009 -0.005
H -0.072 0.134 0.002
H -0.015 -0.011 0.020
H -0.004 0.025 0.020
H -0.019 0.008 -0.001
H 0.005 -0.015 0.013
H -0.007 -0.003 0.011
F 0.041 -0.005 -0.069
C 0.086 0.022 0.229
F -0.074 0.111 -0.084
F -0.066 -0.001 -0.007
S 0.118 -0.673 0.532
O 0.173 0.409 -0.423
O 0.053 0.066 -0.130
N -0.199 -0.027 0.094
S 0.079 0.119 0.342
O -0.208 -0.010 -0.045
O 0.127 0.069 -0.356
C -0.014 -0.037 0.055
F 0.001 0.020 -0.031
F 0.020 -0.015 -0.003
F 0.003 0.027 0.011
O 0.184 0.194 -0.037
C -0.115 -0.125 0.049
O 0.254 -0.353 -0.416
C -0.068 0.048 0.269
P -0.079 -0.167 0.160
C 0.037 0.043 -0.082
C -0.056 0.037 -0.020
C -0.002 -0.008 0.016
C 0.009 0.026 -0.015
C 0.000 -0.052 0.003
C 0.057 0.053 0.032
C 0.034 0.011 -0.009
C 0.035 0.029 0.032
C 0.010 0.001 0.014
C -0.022 -0.013 -0.016
C 0.028 0.004 -0.035
C 0.011 0.017 0.096
H -0.065 -0.079 -0.030
H -0.035 -0.065 -0.058
H -0.016 -0.003 0.010
H -0.008 0.006 0.001
H 0.002 -0.001 -0.002
H 0.002 0.010 -0.007
H -0.008 -0.028 -0.011
H -0.016 -0.004 -0.012
H -0.001 -0.001 0.003
H 0.005 0.009 0.003
H -0.009 -0.009 0.025
H -0.018 -0.036 0.001
O 0.135 -0.206 -0.066
C -0.351 -0.200 -0.238
O -0.007 0.526 0.241
H 0.039 0.029 0.039

Energy above the lowest of the compared OMol25 structures with the same formula, charge and spin   28.97 kcal/mol
Charge   -2
Molar mass   809.51 Da
Orbital gap   5.294 eV

| no. | LUMO level (eV) |
| --- | --- |
| 1 | 0.6 |
| 2 | 3.6 |